No. 1
Density functional theory data (ωB97M-V with the def2-TZVPD basis set) for C22H29AsBF9N8O2Pt as an isolated structure.

**ΔE to the lowest compared entry with this formula, charge and spin**: 0.000 eV
**Charge**: +3
**2S+1**: 2
**Highest occupied orbital energy (spin up / spin down)**: -16.31 / -16.31 eV
**Total energy**: -128494.20472 eV
**LUMO energy (spin up / spin down)**: -10.54 / -10.91 eV
**Gap between HOMO and LUMO (spin up / spin down)**: 0.2120 / 0.1981 Eh

Geometry as XYZ:
```
73
Properties=species:S:1:pos:R:3:mulliken_charge:R:1
Pt -0.55404 -0.63518 1.73104 3.535
C 1.79688 2.16171 -0.22849 -1.684
C 1.11542 0.96018 -0.24004 -0.201
N 0.68663 0.69871 1.00663 -1.314
N 1.06926 1.70446 1.81542 0.958
C 1.73900 2.60231 1.08899 0.079
B 0.71699 1.66332 3.35717 -0.140
N 1.17248 0.24060 3.87218 1.164
C 1.98019 -0.05776 4.90386 0.013
C 2.17260 -1.42998 4.94388 -1.272
C 1.43243 -1.93535 3.88461 -0.028
N 0.83305 -0.91759 3.25356 -1.606
N -0.84730 1.74998 3.36007 0.720
C -1.73288 2.57705 3.92928 0.204
C -3.01894 2.17975 3.58234 -1.410
C -2.85727 1.07130 2.78061 -0.116
N -1.54024 0.81788 2.65815 -0.853
N 1.41584 2.73179 4.09541 0.299
C 2.76639 2.98312 4.13771 -0.337
C 2.97883 3.93427 5.09653 -0.877
C 1.69218 4.21156 5.61975 -0.313
N 0.76596 3.49223 5.03283 -0.966
H 2.28623 2.64579 -1.05568 0.525
H 0.93699 0.26924 -1.04637 0.675
H 2.13716 3.49160 1.55040 0.630
H 2.36805 0.72319 5.53810 0.512
H 2.77113 -1.98533 5.64504 0.459
H 1.30858 -2.95310 3.55209 0.472
H -1.37016 3.37958 4.55176 0.583
H -3.94388 2.64037 3.88336 0.481
H -3.59377 0.45933 2.28390 0.522
H 3.46315 2.46786 3.49436 0.583
H 3.91845 4.37073 5.38933 0.476
H 1.42014 4.90711 6.39759 0.490
C -2.61964 0.95777 -0.91443 -1.099
C -2.10326 0.45218 -2.24998 -0.838
As -2.27409 -1.44842 -2.51650 0.708
C -3.93612 -2.02301 -1.72760 -0.548
C -5.18755 -1.41457 -2.36692 -1.287
C -1.93481 -1.75038 -4.40681 -0.439
C -3.26684 -1.74446 -5.16726 -1.382
H -2.63654 2.04810 -0.90085 0.511
H -1.97107 0.64398 -0.09160 0.076
H -3.63396 0.61925 -0.70272 0.337
H -1.04301 0.66996 -2.38896 0.638
H -2.63477 0.90438 -3.09332 0.605
H -3.83123 -1.69421 -0.68944 0.331
H -3.94876 -3.10984 -1.71823 0.578
H -5.14504 -0.32630 -2.42359 0.346
H -6.04288 -1.67833 -1.74659 0.399
H -5.37054 -1.80692 -3.36017 0.357
H -1.39353 -2.67302 -4.57895 0.412
H -1.29677 -0.91029 -4.68200 0.569
H -3.85421 -2.63029 -4.93669 0.373
H -3.04500 -1.76657 -6.23349 0.440
H -3.86373 -0.85036 -4.98705 0.375
F -2.04131 -4.23340 -2.43791 -0.185
C -0.70051 -4.33590 -2.38696 0.211
F -0.23684 -4.23548 -3.62534 -0.234
F -0.37592 -5.50830 -1.88843 -0.213
C -0.15077 -3.17167 -1.47638 1.512
O -1.00463 -2.06365 -1.33280 -0.665
C 1.22737 -2.68877 -2.03249 0.421
F 1.00359 -1.93525 -3.11544 -0.222
F 2.00922 -3.70235 -2.33907 -0.222
F 1.85394 -1.91788 -1.13393 -0.186
C 0.00610 -3.70708 -0.03723 0.122
F -1.15824 -4.15394 0.42633 -0.302
F 0.93337 -4.61138 0.08639 -0.195
F 0.35770 -2.65839 0.80606 -0.615
O -1.97643 -1.97500 2.49597 -0.584
H -1.80800 -2.93086 2.48583 0.272
H -2.31879 -1.75212 3.37762 0.357
```

=====

No. 2
Density functional theory data (ωB97M-V with the def2-TZVPD basis set) for C22H29BCsF4IN5O4S as an isolated structure.

**ΔE to the lowest compared entry with this formula, charge and spin**: 0.000 eV
**Charge**: -1
**2S+1**: 1
**Highest occupied orbital energy**: -4.66 eV
**Total energy**: -69964.94655 eV
**LUMO energy**: 2.13 eV
**Gap between HOMO and LUMO**: 0.2495 Eh

Geometry as XYZ:
```
68
Properties=species:S:1:pos:R:3:mulliken_charge:R:1
Cs -0.40138 -0.22852 -0.04235 0.994
C -3.34235 -3.91796 -1.58060 -0.803
C -2.71487 -3.44310 -2.85553 0.605
N -2.70462 -4.22675 -3.89646 -0.724
C -2.11942 -3.78696 -5.04074 -0.856
C -1.53034 -2.55833 -5.16263 0.536
C -0.89971 -2.20808 -6.48385 -0.873
O 0.51257 -2.00917 -6.40513 -0.522
C -1.49129 -1.68611 -4.03989 0.603
C -0.89132 -0.38407 -4.20196 -0.588
N -0.48846 0.45344 -3.31066 0.084
C -0.08651 1.69835 -3.80098 -0.024
C -0.95394 2.47695 -4.57678 0.124
C -0.59253 3.73320 -5.03185 -0.694
C 0.65291 4.25810 -4.72228 -0.507
C 1.53375 3.50823 -3.95421 -0.462
C 1.16001 2.25431 -3.50287 -0.132
I 2.55002 1.14057 -2.39395 0.076
C -2.12064 -2.10980 -2.83107 0.203
O -2.19329 -1.40959 -1.78582 -0.993
H -3.73128 -4.92497 -1.71948 0.358
H -4.14499 -3.24159 -1.27842 0.250
H -2.61282 -3.90372 -0.76695 0.033
H -2.13792 -4.47625 -5.87779 0.295
H -1.30908 -1.28013 -6.89037 0.334
H -1.12774 -3.00554 -7.19810 0.309
H 0.84608 -2.59596 -5.71850 0.386
H -0.75294 -0.08957 -5.24855 0.436
H -1.93808 2.07721 -4.78792 0.498
H -1.29334 4.30952 -5.62313 0.354
H 0.94079 5.24278 -5.06627 0.362
H 2.51131 3.89878 -3.70687 0.360
C -2.11111 0.48814 3.59328 -0.572
O -2.34762 -0.23435 2.40077 -0.269
C -2.66416 -1.59556 2.61477 -0.652
C -1.47450 -2.48139 2.93200 -0.226
O -0.91559 -2.93586 1.71189 -0.156
C 0.19822 -3.78581 1.92832 -0.687
H -2.99196 0.43821 4.24727 0.344
H -1.92684 1.52135 3.30480 -0.077
H -1.23575 0.11624 4.13115 0.347
H -3.10001 -1.95704 1.68017 0.236
H -3.43269 -1.67980 3.39417 0.340
H -1.81190 -3.34870 3.51769 0.372
H -0.71831 -1.94610 3.51845 0.181
H -0.07600 -4.60884 2.60064 0.320
H 1.03657 -3.24283 2.36594 0.189
H 0.48694 -4.19597 0.96216 0.214
F 3.25257 0.22062 3.16172 -0.403
B 2.15932 -0.62580 2.85807 0.327
F 2.23231 -1.78803 3.62141 -0.388
F 0.95150 0.05839 3.12367 -0.100
F 2.19181 -0.92931 1.47336 -0.353
C -1.31975 3.91970 5.42088 -0.951
C -1.20193 4.64265 4.07954 -0.472
C -0.32064 3.93325 3.10245 0.404
N -0.69868 3.58590 1.92469 -0.496
N 0.26793 2.92642 1.20364 -0.233
C 1.37999 2.80243 1.86315 0.363
N 2.52954 2.27761 1.36370 -0.409
S 1.31642 3.46722 3.47284 -0.220
H -2.00357 4.44998 6.08414 0.358
H -0.35044 3.85164 5.91690 0.337
H -1.69219 2.90451 5.27953 0.181
H -0.82592 5.65733 4.23843 0.336
H -2.17865 4.73092 3.60218 0.250
H 2.42129 1.89353 0.43458 0.186
H 3.03332 1.65851 1.99166 0.359
```

=====

No. 3
Density functional theory data (ωB97M-V with the def2-TZVPD basis set) for C22H29F12GaN3SSb2 as an isolated structure.

**Charge**: +1
**2S+1**: 1
**Highest occupied orbital energy**: -12.06 eV
**Total energy**: -136652.30045 eV
**LUMO energy**: -4.94 eV
**Gap between HOMO and LUMO**: 0.2615 Eh

Geometry as XYZ:
```
70
Properties=species:S:1:pos:R:3:mulliken_charge:R:1
Ga -1.28098 0.63741 0.02269 2.740
C -1.07446 3.92906 2.81185 -1.346
C -1.68103 2.63770 3.37707 0.476
C -2.77369 2.01496 2.51464 -1.577
C -0.61798 1.63695 3.79094 0.959
C -0.39163 1.49719 5.15362 -1.101
C 0.52947 0.59531 5.65347 -1.552
C 1.21437 -0.22754 4.78390 -0.721
C 1.04330 -0.12393 3.40972 0.503
C 1.75425 -1.12527 2.51975 1.585
C 1.36190 -2.55681 2.90693 -1.590
C 3.27386 -0.95414 2.60194 -1.741
C 0.16524 0.85919 2.91499 -0.784
N 0.13918 1.05876 1.48074 1.633
C 1.15595 1.59478 0.92591 -1.343
C 1.32398 1.55537 -0.54638 1.619
C 1.80678 2.66359 -1.41526 -1.426
C 1.20132 2.51506 -2.59993 -0.618
C 0.26667 1.39854 -2.49870 -0.621
N 0.25200 0.93721 -1.26063 0.686
C -0.37213 0.71241 -3.66370 2.108
C 0.84250 0.31166 -4.54350 -1.752
C -1.28223 1.64997 -4.47024 -1.519
C -1.10828 -0.56481 -3.25898 -1.676
H -1.86120 4.59839 2.46126 0.423
H -0.39591 3.74135 1.98564 0.044
H -0.51126 4.44114 3.59204 0.398
H -2.19820 2.92314 4.29639 0.723
H -2.41351 1.72718 1.51252 -0.056
H -3.58127 2.72039 2.33622 0.501
H -3.17697 1.11397 2.97405 0.452
H -0.95219 2.12010 5.83928 0.464
H 0.69183 0.52062 6.72017 0.401
H 1.89170 -0.97183 5.18123 0.411
H 1.43479 -0.97807 1.48866 -0.653
H 1.76681 -2.82329 3.88306 0.377
H 1.75432 -3.26171 2.17304 0.411
H 0.27962 -2.67056 2.94386 0.286
H 3.62344 -1.14022 3.61747 0.399
H 3.59109 0.05257 2.32518 0.368
H 3.77022 -1.66688 1.94075 0.419
H 1.96894 2.00655 1.52172 0.829
H 2.57426 3.36607 -1.12767 0.683
H 1.34230 3.11810 -3.48173 0.735
H 1.37820 1.18007 -4.92449 0.427
H 0.46493 -0.25712 -5.39278 0.474
H 1.53777 -0.32442 -3.99251 0.381
H -0.80260 2.60600 -4.67612 0.313
H -2.21348 1.83775 -3.93909 0.266
H -1.52296 1.17350 -5.41966 0.499
H -0.41946 -1.28691 -2.82064 0.219
H -1.55522 -1.01874 -4.14248 0.545
H -1.91908 -0.37246 -2.55781 0.194
F -0.66829 -1.40303 -0.19513 -0.723
Sb -2.21770 -2.26691 0.73286 2.087
F -1.57448 -1.09435 2.09891 -0.596
F -2.92751 -0.42876 0.15583 -0.856
F -3.74216 -2.59951 1.72950 -0.485
F -2.78488 -2.87762 -0.92557 -0.506
F -1.14785 -3.73641 1.09197 -0.476
F -2.47568 1.47218 -1.34595 -0.923
Sb -2.63255 3.50091 -1.10491 2.194
F -1.22436 2.77032 0.11242 -0.634
F -1.16713 3.86730 -2.22914 -0.520
F -2.47875 5.13523 -0.22728 -0.483
F -3.73219 3.51253 -2.60682 -0.481
F -4.04138 3.03525 0.03084 -0.496
S 2.71714 0.23037 -0.69122 -0.097
C 4.00420 1.19850 -0.19032 0.578
N 4.88106 1.85298 0.17259 -0.458
```